# 1
C2H7OSi | ωB97M-V/def2-TZVPD

Each line ends with the Löwdin charge.
Positions of all 11 atoms, in Å:
C -2.09971 -0.51415 -0.01970  -0.097
C 1.45953 -0.79933 -0.22747  -0.247
O -1.54436 0.57566 0.01021  -0.089
Si 0.49544 0.79873 -0.03251  0.943
H -3.06972 -0.84811 0.27685  0.130
H -1.44727 -1.46484 -0.11742  0.170
H 0.80592 -1.62766 -0.46748  0.026
H 2.25186 -0.87726 -0.87224  0.009
H 1.91976 -1.19084 0.73791  0.076
H 0.53517 1.66835 1.09617  -0.025
H 0.29163 0.98242 -1.79598  0.104

Forces on the atoms, in the same order (eV/Å):
-0.4 -4.3 -1.0
-1.4 -0.8 4.6
2.7 3.0 0.3
-0.2 -1.2 -4.7
-1.1 0.1 0.8
-0.4 0.7 -0.1
-0.5 -0.1 -0.4
1.8 0.7 -2.2
-0.6 0.7 -0.8
0.1 0.6 0.4
0.1 0.6 3.1

The expectation value of S² is 2.007. The value obtained for the relative energy (zero: lowest compared OMol25 entry of this formula, charge and spin) is 1.058 eV. As for the charge: +1. As for the total energy: -444.6161 Ha. The calculation puts the LUMO energy (alpha / beta) at -4.9183 / -9.6202 eV. The spin multiplicity is 3.

# 2
C2H7PS2 | ωB97M-V/def2-TZVPD

Each line ends with the Löwdin charge.
Positions of all 12 atoms, in Å:
C 0.33860 -0.75592 1.30991  -0.245
C 0.79684 1.01424 -0.96760  -0.306
P -0.54125 0.27878 -0.01995  0.026
S -2.07650 1.50387 0.67877  0.017
S -1.09841 -1.11528 -1.43290  0.494
H -0.50500 -1.52930 1.44052  0.067
H 1.33604 -0.99995 0.91869  0.042
H 0.50719 -0.16510 2.14516  0.004
H 0.63318 0.96110 -2.03787  0.038
H 0.93641 2.08346 -0.76593  0.059
H 1.61738 0.47404 -0.54142  0.021
H -1.94450 -1.74992 -0.72737  -0.216

Forces on the atoms, in the same order (eV/Å):
-2.2 -0.4 -2.6
-0.3 1.2 0.3
-1.8 1.6 2.1
2.2 -1.7 -0.9
1.3 0.5 -1.8
2.1 0.6 0.3
-0.7 -0.9 0.0
-0.2 1.1 1.8
0.2 -0.5 -0.1
-0.2 -0.3 0.3
1.0 -0.2 -0.7
-1.5 -1.0 1.3

The value obtained for the relative energy (zero: lowest compared OMol25 entry of this formula, charge and spin) is 0.000 eV. The SMILES is CP(C)(=S)S. As for the total energy: -1218.1350 Ha. The calculation puts the LUMO energy at 0.5695 eV. The spin multiplicity is 1.

# 3
C2H7PSi | ωB97M-V/def2-TZVPD

Each line ends with the Löwdin charge.
Positions of all 11 atoms, in Å:
C 1.37679 -0.34922 0.37917  -0.484
C -0.34041 0.63491 -0.72326  -0.304
Si -1.89134 -0.12129 -0.08170  0.539
P 2.87872 0.10169 -0.18642  0.687
H 1.13609 -0.90649 1.26671  -0.046
H 0.18232 0.34158 -1.66475  0.007
H -0.04022 1.61456 -0.45275  -0.020
H -1.48311 -1.02393 1.24856  -0.041
H -2.90267 -0.60225 -1.00652  -0.110
H -2.57544 1.11544 0.61426  -0.070
H 3.65927 -0.80500 0.60670  -0.157

Forces on the atoms, in the same order (eV/Å):
-1.3 2.0 -1.7
4.1 -2.8 0.2
0.0 1.1 3.6
-0.8 -0.5 -0.1
-0.4 -0.4 0.0
-0.9 0.3 0.6
-0.2 0.9 0.3
-0.8 0.8 -2.1
0.1 -0.6 -0.4
0.4 -1.1 -0.6
-0.2 0.3 0.2

The value obtained for the relative energy (zero: lowest compared OMol25 entry of this formula, charge and spin) is 2.521 eV. As for the total energy: -711.0547 Ha. The calculation puts the LUMO energy at 0.1494 eV. The spin multiplicity is 1.

# 4
C2H7S | ωB97M-V/def2-TZVPD

Each line ends with the Löwdin charge.
Positions of all 10 atoms, in Å:
S -0.91238 -0.47629 3.17919  -0.411
H 0.25327 0.10206 2.83630  -0.514
C -0.09043 -0.73044 -1.00361  -0.179
C 0.25320 0.76415 -0.61874  -0.204
H 0.74655 -1.40909 -0.74891  0.060
H -0.36725 -0.86832 -2.03206  0.036
H -0.83851 -1.04626 -0.30724  0.024
H -0.77279 1.46316 -0.54368  0.112
H 0.54779 1.10257 0.41457  0.031
H 1.18054 1.09846 -1.17583  0.045

Forces on the atoms, in the same order (eV/Å):
0.0 0.0 -0.1
0.0 0.0 0.0
1.4 1.1 2.1
-1.1 1.7 0.6
-0.1 0.5 -0.4
-0.2 0.2 -0.4
-0.9 -0.3 0.1
2.7 -1.6 -1.5
-0.1 -1.9 -0.4
-1.6 0.3 -0.2

The value obtained for the relative energy (zero: lowest compared OMol25 entry of this formula, charge and spin) is 0.935 eV. As for the charge: -1. As for the total energy: -478.5748 Ha. The calculation puts the LUMO energy at 4.1020 eV. The spin multiplicity is 1.

# 5
C2H7S2 | ωB97M-V/def2-TZVPD

Each line ends with the Löwdin charge.
Positions of all 11 atoms, in Å:
S 2.06796 3.36107 -0.92947  0.365
H 2.52871 4.27144 -1.86091  -0.260
C -1.23687 -1.48659 0.90539  -0.194
C -0.07140 -0.98837 0.12384  -0.591
S -0.41519 0.46255 -1.06328  0.633
H -1.39106 -0.65526 1.66907  0.094
H -2.01477 -1.44809 0.17754  0.039
H -1.25365 -2.43608 1.47830  0.084
H 0.43779 -1.60659 -0.61516  0.037
H 0.71157 -0.71593 0.87909  0.078
H 0.63691 1.24185 -0.76441  -0.286

Forces on the atoms, in the same order (eV/Å):
0.4 0.8 -0.6
-0.3 -0.6 0.6
-0.8 1.6 1.0
3.0 0.6 -0.1
-0.3 -0.4 1.1
-0.4 -1.1 -0.9
-1.4 -0.4 0.1
0.7 0.4 -0.8
-0.4 -0.8 0.5
-0.4 0.2 -1.0
-0.2 -0.3 0.1

The expectation value of S² is 0.753. The value obtained for the relative energy (zero: lowest compared OMol25 entry of this formula, charge and spin) is 0.835 eV. As for the total energy: -876.6801 Ha. The calculation puts the LUMO energy (alpha / beta) at 0.7374 / -2.6780 eV. The spin multiplicity is 2.

# 6
C2H7S2 | ωB97M-V/def2-TZVPD

Each line ends with the Löwdin charge.
Positions of all 11 atoms, in Å:
C -0.61934 1.19470 0.78631  -0.516
S -0.51896 -0.39271 1.62065  0.710
C 0.47322 -1.43491 0.53197  -0.445
H -1.14142 1.10622 -0.16915  -0.050
H 0.42088 1.51170 0.56155  0.022
H -1.20854 1.93481 1.34330  0.040
H -0.01369 -2.42722 0.45403  0.036
H 0.44640 -0.94424 -0.48817  -0.067
H 1.48695 -1.54019 0.92321  0.029
S 0.30574 0.67502 -2.14512  0.523
H 0.36876 0.31683 -3.41858  -0.281

Forces on the atoms, in the same order (eV/Å):
0.6 0.1 -1.0
-0.7 -0.2 1.0
-0.5 0.3 -1.1
0.0 -0.1 0.2
-0.7 0.4 0.3
0.6 -0.4 0.3
0.3 0.6 0.1
0.4 -0.9 1.1
-0.1 0.1 -0.3
0.1 0.4 -0.2
0.1 -0.2 -0.5

The expectation value of S² is 0.753. The value obtained for the relative energy (zero: lowest compared OMol25 entry of this formula, charge and spin) is 0.598 eV. As for the total energy: -876.6889 Ha. The calculation puts the LUMO energy (alpha / beta) at 0.7468 / -2.7783 eV. The spin multiplicity is 2.

# 7
C2H7S3 | ωB97M-V/def2-TZVPD

Each line ends with the Löwdin charge.
Positions of all 12 atoms, in Å:
C -0.89826 -0.57970 -2.33020  -0.489
S -2.51830 -0.66095 -1.42506  0.549
H -1.32847 -0.66101 -3.35028  -0.001
H -0.20305 -1.43227 -2.10185  0.025
H -0.22868 0.24218 -2.01723  0.023
C 1.88782 0.56727 1.87349  -0.608
S 0.32519 1.33594 1.63764  0.086
S -1.43910 0.25473 2.12350  -0.306
H 1.76789 -0.49102 2.17114  0.019
H 2.34735 0.69960 0.88254  -0.005
H 2.42900 1.08679 2.74111  0.026
H -2.14138 -0.36156 -0.20479  -0.319

Forces on the atoms, in the same order (eV/Å):
0.1 -1.1 0.8
0.3 -0.2 -1.3
1.2 0.5 0.3
-1.1 0.2 -0.3
-1.0 0.4 -0.7
0.8 -0.6 1.5
-2.3 1.3 -0.4
1.1 -0.1 0.0
0.2 0.4 -0.4
0.6 -0.4 0.7
-0.4 -0.7 -1.4
0.5 0.3 1.3

The value obtained for the relative energy (zero: lowest compared OMol25 entry of this formula, charge and spin) is 1.030 eV. As for the charge: -1. As for the total energy: -1274.9735 Ha. The calculation puts the LUMO energy at 3.5184 eV. The spin multiplicity is 1.

# 8
C2H7S3 | ωB97M-V/def2-TZVPD

Each line ends with the Löwdin charge.
Positions of all 12 atoms, in Å:
C 0.99451 0.31795 1.79412  -0.503
S 1.43472 -1.40320 2.21359  0.557
H 1.92313 0.86796 1.84044  0.012
H 0.32797 0.68920 2.57482  0.020
H 0.43443 0.38604 0.85980  -0.077
C -0.90505 -0.37025 -2.05766  -0.523
S -1.38251 0.73179 -0.68569  0.052
S -0.79162 2.61044 -1.22636  -0.352
H -1.80470 -0.63254 -2.59774  -0.006
H -0.16454 0.10025 -2.69250  0.002
H -0.46825 -1.27843 -1.64707  0.000
H 0.40192 -2.01920 1.62426  -0.183

Forces on the atoms, in the same order (eV/Å):
-0.5 -0.3 0.8
0.0 -0.1 -0.1
0.1 0.2 -0.3
0.1 0.1 0.0
0.5 0.1 -0.1
-0.1 0.0 0.4
-0.2 -0.3 0.1
0.2 0.3 -0.1
-0.1 -0.1 -0.5
0.0 0.2 -0.1
0.0 -0.2 0.1
0.0 0.1 0.0

The value obtained for the relative energy (zero: lowest compared OMol25 entry of this formula, charge and spin) is 0.483 eV. As for the charge: -1. As for the total energy: -1274.9936 Ha. The calculation puts the LUMO energy at 3.0995 eV. The spin multiplicity is 1.

# 9
C2H8 | ωB97M-V/def2-TZVPD

Each line ends with the Löwdin charge.
Positions of all 10 atoms, in Å:
C 0.43845 5.16351 2.42081  -0.066
H 0.42177 4.35536 3.14956  0.009
H 0.66670 6.14514 2.92250  0.029
H -0.35905 5.24971 1.65109  0.030
H 1.45211 5.01734 2.06675  -0.002
C -0.49574 -5.16572 -2.42578  -0.049
H -0.68337 -6.07982 -2.96123  0.007
H -0.00009 -5.33139 -1.46055  0.022
H -1.42824 -4.62427 -2.30559  0.015
H 0.22903 -4.62809 -3.00876  0.005

Forces on the atoms, in the same order (eV/Å):
1.3 1.3 0.6
-1.0 0.1 0.1
-1.1 -0.8 -0.1
0.8 -0.4 0.7
0.0 -0.3 -1.3
0.4 0.0 0.5
-0.1 -0.5 0.1
-0.5 -0.2 -0.2
0.1 0.2 0.0
0.1 0.6 -0.4

The value obtained for the relative energy (zero: lowest compared OMol25 entry of this formula, charge and spin) is 0.362 eV. The SMILES is C.C. As for the total energy: -80.9688 Ha. The calculation puts the LUMO energy at 1.3056 eV. The spin multiplicity is 1.

# 10
C2H8 | ωB97M-V/def2-TZVPD

Each line ends with the Löwdin charge.
Positions of all 10 atoms, in Å:
C -4.57653 -0.77948 -0.82181  -0.062
H -5.50155 -1.16738 -1.27332  0.015
H -4.24343 0.11114 -1.37483  0.015
H -3.79475 -1.55206 -0.86580  0.015
H -4.76592 -0.50957 0.22761  0.015
C 3.87828 -3.77567 -3.42964  -0.062
H 4.06473 -2.96306 -4.14721  0.015
H 2.81477 -3.78059 -3.14867  0.015
H 4.49410 -3.62053 -2.53147  0.015
H 4.13984 -4.73939 -3.89095  0.015

Forces on the atoms, in the same order (eV/Å):
0.0 0.0 0.0
0.3 0.1 0.2
-0.1 -0.3 0.2
-0.3 0.3 0.0
0.1 -0.1 -0.4
0.0 0.0 0.0
-0.1 -0.3 0.3
0.4 0.0 -0.1
-0.2 -0.1 -0.3
-0.1 0.4 0.2

The value obtained for the relative energy (zero: lowest compared OMol25 entry of this formula, charge and spin) is 0.016 eV. The SMILES is C.C. As for the total energy: -80.9815 Ha. The calculation puts the LUMO energy at 1.2926 eV. The spin multiplicity is 1.

spin multiplicity of number 2 (C2H7PS2)?
1